Entry 1:
A cluster of 17 separate species, C23H67N7O30 in total, computed with ωB97M-V with the def2-TZVPD basis set.

Strongest force on any atom   1.92 eV/A
E_tot   -96771.0924 eV

```
! wB97M-V def2-TZVPD RIJCOSX def2/J DEFGRID3
* xyz 0 1
C 2.1037 -0.6640 4.6694
O 0.9196 0.0280 4.2704
H 2.2960 -1.5436 4.0574
H 2.9618 0.0107 4.6753
H 1.9388 -0.9548 5.7077
H 1.0131 0.2200 3.3280
C -3.0139 -3.2447 2.3805
O -4.3483 -3.4187 2.8141
H -2.8185 -2.2882 1.9032
H -2.3046 -3.4604 3.1877
H -2.7283 -3.9935 1.6245
H -4.4255 -4.3378 3.0831
C -4.5074 4.5126 0.5578
O -5.8801 4.7275 0.2566
H -4.3901 3.6266 1.1812
H -3.8585 4.4478 -0.3218
H -4.2254 5.4024 1.1205
H -6.3055 3.9267 -0.0582
C 0.2620 -3.9576 4.3648
O 1.1990 -4.2608 3.3355
H 0.7827 -3.8211 5.3075
H -0.2775 -3.0373 4.1250
H -0.4497 -4.7836 4.4491
H 0.7205 -4.6244 2.5714
C 4.0201 -4.7679 1.1321
O 3.4313 -3.6553 1.7936
H 4.7962 -4.3617 0.4888
H 4.4457 -5.4578 1.8642
H 3.2895 -5.3096 0.5242
H 2.7591 -3.9515 2.4327
C 4.2446 -0.5727 0.9448
O 4.8419 -1.2359 2.0495
H 3.1624 -0.4651 1.0760
H 4.7438 0.3765 0.7710
H 4.3456 -1.1641 0.0280
H 4.3894 -2.0960 2.0855
C 0.3908 -6.8905 1.3852
O -0.0850 -5.5520 1.1635
H 0.5159 -7.0449 2.4607
H -0.3096 -7.6108 0.9699
H 1.3900 -7.0442 0.9708
H -0.8606 -5.6197 0.6001
C 0.8103 5.4815 -3.1134
N 1.2205 4.0667 -3.0087
O 0.3783 3.2302 -2.7632
O 2.4057 3.8259 -3.1329
H -0.2657 5.5715 -3.0057
H 1.1341 5.8422 -4.0855
H 1.3105 6.0322 -2.3205
C -4.5469 0.9147 -0.4339
N -3.9255 0.4076 -1.7012
O -3.1448 -0.5146 -1.5785
O -4.3296 0.8388 -2.7618
H -3.8941 0.6335 0.3812
H -5.5223 0.4469 -0.3464
H -4.6229 1.9916 -0.5522
C 0.3298 3.5974 3.1196
N 0.8870 4.8085 3.7793
O 0.7501 5.8691 3.1995
O 1.4144 4.6822 4.8642
H -0.7469 3.7327 3.2213
H 0.6327 2.7249 3.6887
H 0.6622 3.5793 2.0902
C -1.4495 7.5380 0.2188
N -1.4890 6.2169 -0.4547
O -2.1308 6.1297 -1.4858
O -0.9397 5.2803 0.0900
H -0.4585 7.8122 0.5610
H -2.1967 7.4869 1.0051
H -1.7609 8.2603 -0.5326
C -2.3651 0.6656 4.2786
N -3.3624 1.1806 3.2984
O -4.3729 0.5259 3.1372
O -3.0452 2.1280 2.6006
H -1.5055 0.3553 3.6811
H -2.7914 -0.2162 4.7383
H -2.0540 1.4716 4.9335
C -2.4400 3.0080 -4.0500
N -2.3007 3.5600 -5.4129
O -2.0507 4.7495 -5.5087
O -2.5158 2.8198 -6.3451
H -3.5012 2.8657 -3.8754
H -2.0061 3.6992 -3.3365
H -1.8846 2.0772 -3.9713
C 4.2400 3.2814 -0.8448
N 3.1355 2.4278 -0.3458
O 2.5312 2.8386 0.6270
O 2.9555 1.3529 -0.8660
H 4.7256 2.8236 -1.6974
H 4.9570 3.4523 -0.0467
H 3.7717 4.2213 -1.1179
C 0.0427 -4.0859 -2.0823
O -0.9640 -5.0447 -2.3755
C -1.3742 -5.2539 -3.6103
O -2.0968 -6.1473 -3.9349
O -0.8649 -4.3389 -4.4600
C -1.4083 -4.3010 -5.7695
H 0.5230 -4.2145 -1.1239
H -0.3594 -3.0706 -2.1210
H 0.8127 -4.1156 -2.8543
H -1.3323 -3.2692 -6.1123
H -2.4556 -4.5888 -5.8219
H -0.7945 -4.9148 -6.4292
C 0.3220 -2.1665 0.8637
O -0.2075 -1.1252 0.0443
C -0.2056 0.1137 0.5181
O 0.3368 0.4752 1.5369
O -0.8419 0.8815 -0.3322
C -0.9278 2.2683 0.0048
H 0.3550 -3.0460 0.2405
H -0.3181 -2.2959 1.7370
H 1.3403 -1.9473 1.1850
H 0.0138 2.8096 -0.0478
H -1.3387 2.2908 1.0112
H -1.5831 2.7518 -0.7141
C 5.2448 -2.7520 -3.1430
O 4.2142 -2.2218 -2.3393
C 3.1154 -1.7691 -2.9765
O 2.8032 -2.0391 -4.1060
O 2.4210 -1.0517 -2.1037
C 1.2632 -0.3753 -2.5779
H 5.6041 -3.6785 -2.7031
H 6.0914 -2.0581 -3.2073
H 4.9858 -2.9018 -4.1915
H 0.5928 -0.2223 -1.7506
H 0.7706 -1.0300 -3.3039
H 1.4118 0.5708 -3.0990
*
```



Entry 2:
A structure of composition C23H68B2N8NiO6, computed with ωB97M-V with the def2-TZVPD basis set.

Strongest force on any atom   2.39 eV/A
E_tot   -91551.7744 eV

```
! wB97M-V def2-TZVPD RIJCOSX def2/J DEFGRID3
* xyz 0 3
Ni 1.2391 1.5833 1.3155
B -0.3213 0.0114 0.5816
H -0.6437 1.1132 0.3047
H -0.3537 -0.1411 1.7426
H -0.9012 -0.8193 0.0220
H 0.7730 -0.0687 0.1340
B 1.9839 0.5757 3.1109
H 0.8318 0.7554 3.3082
H 2.5210 1.6479 2.9575
H 2.5196 0.1902 4.0809
H 2.1277 -0.1480 2.1946
C 1.8772 -1.8321 -2.9571
C 1.3641 -2.4741 -4.2393
C -0.0135 -3.0756 -4.0057
C -1.0896 -2.0339 -3.7335
C -1.1627 -1.2506 -5.0345
C 0.1482 -0.5928 -5.5597
N 1.2539 -1.5623 -5.3921
O 2.5094 -0.9517 -5.6775
C 0.0224 -0.2010 -7.0257
C 0.4075 0.6234 -4.6848
C 2.2672 -3.6334 -4.7022
H 2.7675 -1.2159 -3.1361
H 2.0915 -2.6084 -2.2275
H 1.2348 -1.0553 -2.5382
H -0.3051 -3.7312 -4.8343
H 0.0841 -3.8629 -3.2465
H -0.8938 -1.3862 -2.8769
H -2.0587 -2.5031 -3.5623
H -1.9124 -0.4542 -4.9620
H -1.5880 -1.9051 -5.8015
H 0.3682 0.8248 -7.2059
H 0.6549 -0.7216 -7.7464
H -0.9992 -0.2008 -7.4078
H -0.4016 1.3668 -4.6858
H 0.5469 0.4735 -3.6159
H 1.2713 1.2049 -5.0171
H 2.3653 -4.4101 -3.9481
H 3.2750 -3.2147 -4.8100
H 1.9479 -3.8600 -5.7168
H 2.7642 -1.3892 -6.4960
C 1.8855 3.0463 -2.8083
C 1.7608 2.1596 -1.5912
C 3.0898 1.6524 -1.0589
O 2.9199 0.9340 0.1628
C 4.1515 0.3808 0.5934
N 0.9594 2.7477 -0.4938
H 2.4698 2.5761 -3.5999
H 2.3936 3.9954 -2.6095
H 0.8932 3.2614 -3.2046
H 1.1364 1.3203 -1.9095
H 3.8700 2.4054 -0.8882
H 3.4847 0.9503 -1.8012
H 4.8744 1.1655 0.8440
H 4.6608 -0.1559 -0.2153
H 4.0107 -0.3081 1.4163
H 0.0095 3.0065 -0.7269
H 1.4838 3.5889 -0.2486
C -1.7829 3.1196 3.9652
C -1.3147 2.6924 2.5884
C -2.1659 3.3460 1.5121
O -3.5284 3.2063 1.7342
C -4.3344 3.7486 0.7085
N 0.1084 3.0556 2.4003
H -2.8187 2.8770 4.1931
H -1.5190 4.1257 4.3110
H -1.2563 2.5416 4.7421
H -1.4422 1.6096 2.5851
H -1.7343 2.9885 0.5646
H -1.9432 4.4301 1.5239
H -4.1282 4.8110 0.5300
H -5.3573 3.6045 1.0430
H -4.1626 3.2359 -0.2432
H 0.4940 3.1909 3.3337
H 0.1676 4.0192 2.0647
C 0.5689 -2.5681 5.5115
C -0.7484 -1.8145 5.7157
C -0.6753 -0.7340 6.7768
O -0.2651 -1.2401 8.0460
C -0.8786 -0.5976 9.1417
N -1.1418 -1.1340 4.4783
H 0.4710 -3.3141 4.7202
H 0.9813 -2.9644 6.4403
H 1.3506 -1.9131 5.1112
H -1.5812 -2.4706 5.9732
H -1.6863 -0.3188 6.8374
H 0.0657 0.0402 6.5462
H -1.9149 -0.9224 9.2761
H -0.8436 0.4927 9.0526
H -0.2949 -0.9050 10.0083
H -1.2544 -1.8263 3.7415
H -0.4157 -0.5588 4.0580
C -0.2252 -3.9444 0.3379
O -0.0233 -5.0915 -0.0299
N -1.4798 -3.4867 0.7015
N 0.7024 -2.9492 0.2117
H -2.2574 -3.9900 0.3221
H -1.4634 -2.5508 1.0635
H 0.4801 -1.9577 0.2040
H 1.5296 -3.2365 -0.2796
C -3.5852 0.1872 -1.5421
O -4.5818 0.0755 -2.2482
N -2.6337 1.1330 -1.8076
N -3.3435 -0.5928 -0.4501
H -2.6921 1.6215 -2.6806
H -1.7640 1.0707 -1.3012
H -2.3527 -0.6424 -0.1749
H -3.9561 -1.2938 -0.0844
*
```



Entry 3:
A cluster of 9 separate species, C23H68N4O11 in total, computed with ωB97M-V with the def2-TZVPD basis set.

Strongest force on any atom   4.54 eV/A
E_tot   -53420.6060 eV

```
! wB97M-V def2-TZVPD RIJCOSX def2/J DEFGRID3
* xyz 1 2
C 1.5297 1.5247 3.4647
O 0.1740 1.2399 3.4451
H 1.7502 2.1775 2.6202
H 1.8735 2.1573 4.2831
H 2.1528 0.6348 3.3761
H 0.0068 0.4696 2.8971
C 0.6915 -0.4153 0.4470
O -0.6601 -0.4293 0.8000
H 0.7853 -0.1131 -0.5960
H 1.3504 0.2577 0.9957
H 0.9439 -1.4598 0.2641
H -1.1123 -1.0267 0.1997
C 4.5050 -0.9926 2.2307
O 4.8610 0.3778 1.9828
H 3.4808 -1.0596 2.5976
H 4.7860 -1.7683 1.5184
H 5.0177 -1.3272 3.1325
H 4.2802 0.6813 1.2812
C 3.5546 4.9285 1.6059
C 3.2597 4.6782 0.0800
C 2.3901 3.4545 -0.2216
O 3.2468 2.3000 0.0563
C 3.7685 1.7595 -1.1283
N 2.7217 5.9184 -0.4090
H 4.1715 5.8133 1.7632
H 3.8398 4.1608 2.3253
H 2.6345 5.3852 1.9705
H 4.2434 4.4703 -0.3409
H 2.0732 3.4373 -1.2644
H 1.4821 3.4200 0.3803
H 3.0726 1.1789 -1.7338
H 4.6345 1.1974 -0.7789
H 4.0590 2.5766 -1.7886
H 3.3673 6.6951 -0.4046
H 2.4280 5.7884 -1.3666
C -0.1121 1.5126 -3.3160
C -0.8869 0.3761 -4.0348
C -1.8039 0.8808 -5.1872
O -2.3987 -0.2415 -5.8675
C -3.1890 0.0613 -6.9935
N 0.0286 -0.6927 -4.3382
H 0.6871 1.8977 -3.9492
H 0.3627 1.0473 -2.4523
H -0.8191 2.2798 -3.0001
H -1.4995 0.0156 -3.2084
H -1.1828 1.3384 -5.9572
H -2.5905 1.5122 -4.7741
H -3.9101 -0.7003 -7.2905
H -2.6836 0.3820 -7.9045
H -3.9172 0.8654 -6.8870
H 0.7485 -0.1269 -4.7644
H -0.2715 -1.3843 -5.0104
C -1.1069 -2.6651 3.5294
C -0.3529 -3.7782 4.2984
C -1.0043 -5.1268 4.1614
O -0.0366 -6.0401 4.6483
C -0.5803 -7.3674 4.9375
N 0.9372 -3.7832 3.6037
H -1.2066 -2.8951 2.4687
H -0.5915 -1.7166 3.6805
H -2.0943 -2.4897 3.9567
H -0.2485 -3.4994 5.3469
H -1.1483 -5.3802 3.1111
H -1.7897 -4.9801 4.9029
H -1.4695 -7.3270 5.5667
H 0.1732 -8.0368 5.3527
H -0.8718 -7.8859 4.0241
H 0.9832 -4.7786 3.7687
H 0.6997 -3.4578 2.6775
C -1.6810 2.7621 -0.1314
C -2.3970 3.0002 1.1033
C -3.2469 1.8593 1.6823
O -4.2626 1.5587 0.7270
C -5.2764 2.5151 0.5528
N -1.3693 3.5052 2.0122
H -1.4152 3.7452 -0.5200
H -2.3304 2.3228 -0.8887
H -0.7581 2.1823 -0.1210
H -3.1202 3.8126 1.0315
H -3.7570 2.0854 2.6187
H -2.6505 0.9474 1.7112
H -4.8499 3.4255 0.1317
H -5.7196 2.8332 1.4965
H -6.0865 2.1090 -0.0530
H -0.5338 2.9390 1.9734
H -1.1045 4.4033 1.6336
C -3.9230 -0.9938 -1.6431
C -3.1264 -2.2964 -1.7133
O -1.9806 -2.1401 -0.8926
O -4.7706 -0.8402 -0.5452
H -4.4609 -0.9770 -2.5909
H -3.1971 -0.1842 -1.7201
H -2.7167 -2.3951 -2.7186
H -3.5751 -3.2722 -1.5276
H -1.3348 -2.8205 -1.0964
H -4.4858 -0.0070 -0.1628
C 2.0472 -2.5931 -2.4632
C 3.0731 -2.8732 -1.3595
O 4.4012 -2.8136 -1.8388
O 0.7605 -2.0624 -2.0484
H 1.9008 -3.3708 -3.2128
H 2.4735 -1.7777 -3.0476
H 2.8467 -3.7564 -0.7622
H 2.9764 -2.1588 -0.5419
H 4.9802 -3.1340 -1.1433
H 0.4526 -1.4459 -2.7168
*
```



Entry 4:
A cluster of 15 separate species, C23H78N24O15 in total, computed with ωB97M-V with the def2-TZVPD basis set.

Strongest force on any atom   5.36 eV/A
E_tot   -91601.4718 eV

```
! wB97M-V def2-TZVPD RIJCOSX def2/J DEFGRID3
* xyz 0 1
C 3.5804 1.1179 3.6437
O 3.1538 0.1252 4.2297
N 4.8931 1.1737 3.1385
N 2.6960 2.1750 3.5680
H 5.2452 1.9988 2.6622
H 5.5279 0.5010 3.4561
H 1.7483 1.9963 3.8354
H 2.8054 2.9110 2.9121
C -1.6063 2.2939 3.6200
O -1.0260 3.1830 2.9103
N -1.3669 0.8547 3.5965
N -2.4013 2.7957 4.6628
H -2.0479 0.2102 3.9776
H -1.0043 0.5711 2.6797
H -2.8881 2.2428 5.3225
H -2.7825 3.6724 4.3644
C -0.5250 -2.8182 5.5958
O -1.3730 -2.0547 5.1410
N 0.5395 -2.3624 6.3522
N -0.3790 -4.1530 5.2253
H 1.2600 -2.9897 6.7087
H 0.4941 -1.4204 6.6827
H -1.0487 -4.6202 4.6065
H 0.5484 -4.5087 5.3173
C 1.2841 4.5380 -2.1305
O 2.2770 5.1141 -2.5301
N 0.3686 3.8669 -2.9029
N 0.9560 4.5320 -0.7554
H -0.5146 3.6049 -2.5267
H 0.4580 3.6642 -3.8784
H 0.5705 3.6059 -0.4878
H 1.6247 4.8841 -0.0660
C -4.2360 2.3935 0.2289
O -3.9334 1.2255 -0.1276
N -5.5072 3.0229 -0.0664
N -3.3497 3.1836 0.9896
H -6.0675 2.7745 -0.8411
H -5.5707 3.9968 0.2024
H -3.5741 4.1228 1.2810
H -2.4986 2.7608 1.3062
C 2.2059 -2.7496 2.4454
O 2.0913 -3.5216 1.5280
N 1.1777 -2.1542 3.0915
N 3.5603 -2.4448 2.8723
H 1.4303 -1.3452 3.6806
H 0.3245 -2.0628 2.5984
H 3.6141 -1.6499 3.4861
H 4.3514 -2.8898 2.4497
C 4.5511 4.1134 0.3455
O 4.9962 3.4894 1.3034
N 4.3770 3.5936 -0.9046
N 4.1274 5.3828 0.4384
H 4.4396 2.6319 -1.1289
H 3.9828 4.1581 -1.6392
H 3.5941 5.8030 -0.3005
H 3.9735 5.7516 1.3603
C 6.1421 -0.3283 -0.2450
O 5.3552 -1.0816 0.3504
N 6.0814 0.9482 -0.2111
N 7.2977 -0.9282 -0.8816
H 6.7034 1.6466 -0.5282
H 5.2847 1.3026 0.3777
H 6.8933 -1.8234 -1.1344
H 7.5063 -0.3825 -1.7124
C 2.5300 -2.3299 -2.8766
O 1.9285 -2.1917 -3.9741
N 3.8682 -1.9383 -2.7581
N 1.8891 -2.8060 -1.7942
H 4.2288 -1.4077 -3.5052
H 4.2068 -1.5063 -1.9069
H 2.2526 -2.8655 -0.8539
H 0.9896 -3.2332 -1.9009
C -2.0257 2.3126 -3.9185
O -2.9746 3.0338 -4.0160
N -1.7925 1.6194 -2.7397
N -0.9567 2.2227 -4.8925
H -2.6384 1.7280 -2.1780
H -1.4644 0.6233 -2.7818
H -1.1591 2.5799 -5.8276
H -0.4004 1.4316 -4.7984
C 2.5469 1.2812 -4.3159
O 2.3484 1.0070 -3.1144
N 2.2176 0.3551 -5.2362
N 3.1255 2.4626 -4.6715
H 2.0904 0.5427 -6.2033
H 1.9473 -0.5548 -4.8727
H 3.3252 2.6840 -5.6197
H 3.0956 3.0413 -3.8654
C -5.3835 -1.7993 -2.6087
C -5.0267 -2.5104 -1.3286
O -6.2159 -3.1259 -0.9328
H -4.4517 -1.5675 -3.0729
H -6.0222 -0.9541 -2.4359
H -5.9634 -2.5207 -3.1958
H -4.6295 -1.7431 -0.6014
H -4.2547 -3.1945 -1.4935
H -6.1080 -3.1780 0.0296
C -5.1280 0.6471 3.2603
C -4.7426 -0.5968 4.0174
O -4.0126 -0.0053 5.1443
H -5.5336 0.3306 2.2745
H -4.2279 1.2478 3.0524
H -5.9419 1.1025 3.7744
H -4.0957 -1.1893 3.3721
H -5.5721 -1.2452 4.3495
H -3.5712 -0.7702 5.5807
C 1.6482 0.3980 0.5566
C 0.3659 0.6478 -0.1845
C -0.6432 -0.5853 0.0036
O -0.7409 -0.7415 1.4039
C -1.9718 -1.4112 1.6541
N -0.2843 1.8503 0.2894
H 2.1377 1.3935 0.5780
H 2.2548 -0.2899 -0.0222
H 1.4147 0.0630 1.5917
H 0.5137 0.7653 -1.2675
H -0.2202 -1.5355 -0.3314
H -1.6039 -0.2760 -0.4443
H -2.8374 -0.8222 1.3595
H -1.9954 -1.6857 2.7102
H -1.8523 -2.3556 1.1199
H -0.1059 2.0125 1.2688
H -1.2607 1.7836 0.0102
C -2.1536 -2.9376 -4.9776
C -1.8593 -2.8506 -3.4665
C -1.4452 -4.1814 -2.9320
O -1.1780 -4.0626 -1.5492
C -0.8047 -5.2353 -0.9313
N -0.9555 -1.6680 -3.2227
H -2.2461 -1.8863 -5.3225
H -3.0805 -3.5149 -5.0523
H -1.3944 -3.3999 -5.5580
H -2.7666 -2.6300 -2.8787
H -0.5724 -4.5713 -3.4397
H -2.1396 -5.0101 -3.0978
H -0.4006 -4.8703 0.0202
H -0.0116 -5.7790 -1.4795
H -1.6331 -5.9292 -0.8695
H 0.0186 -1.9140 -3.4284
H -0.8855 -1.4355 -2.2207
*
```